{"formula": "H9O4S", "method": "the ωB97M-V functional and the def2-TZVPD basis", "symbols": ["S", "H", "H", "H", "O", "H", "H", "O", "H", "H", "O", "H", "H", "O"], "coordinates": [[1.19126, -0.43413, 0.52556], [1.99784, 0.42096, -0.13380], [0.63481, -2.15167, 3.37208], [0.16067, -1.66297, 2.01911], [-0.16405, -2.03678, 2.85070], [1.33308, 2.84781, 0.21955], [0.78405, 4.07842, -0.48106], [0.95078, 3.71737, 0.39103], [-2.90914, -1.77342, 0.01781], [-3.49327, -0.52477, 0.57392], [-3.59424, -1.47136, 0.63968], [1.34752, 0.41086, -3.18954], [0.71718, -1.08230, -3.13923], [1.04350, -0.33804, -3.66581]], "atomic_forces_ev_per_a": [[0.13, 0.35, -0.56], [0.00, -0.15, 0.08], [0.04, 0.10, -0.10], [0.07, 0.20, 0.04], [-0.23, -0.40, 0.32], [-0.18, -0.26, 0.22], [-0.06, 0.03, -0.12], [0.17, 0.13, -0.02], [-0.24, -0.07, 0.47], [0.01, 0.52, 0.22], [0.28, -0.44, -0.66], [0.11, 0.31, 1.44], [0.44, 0.99, 0.59], [-0.54, -1.30, -1.92]], "nbo_charge": [-1.0708, 0.0915, 0.4555, 0.4975, -0.9661, 0.4890, 0.4542, -0.9476, 0.4737, 0.4669, -0.9411, 0.4821, 0.4955, -0.9801], "gap_ha": 0.2550, "e_lumo_ev": 3.45, "e_homo_ev": -3.48, "fmax_ev_per_a": 2.38, "total_charge": -1, "relative_energy_kcal_mol": 35.4}